C9H21N3O3Sn | ωB97M-V/def2-TZVPD

Geometry (Å):
H (-14.850, -23.653, 14.299)
H (-10.602, -31.915, 9.638)
C (-11.744, -26.182, 16.686)
H (-11.209, -29.892, 13.698)
H (-12.831, -31.118, 16.656)
N (-10.698, -31.174, 10.314)
C (-11.611, -30.655, 14.364)
O (-12.085, -29.670, 11.300)
H (-11.905, -26.644, 17.660)
C (-14.463, -29.895, 16.790)
H (-9.053, -31.286, 11.506)
N (-13.312, -30.442, 16.085)
C (-13.062, -31.619, 10.301)
H (-13.906, -31.513, 10.978)
O (-13.440, -29.084, 14.310)
H (-14.157, -23.047, 15.838)
O (-13.121, -25.675, 14.274)
Sn (-13.332, -27.294, 12.243)
H (-9.536, -29.572, 11.130)
C (-13.361, -24.945, 15.273)
C (-9.442, -30.588, 10.763)
C (-12.871, -30.017, 14.920)
H (-11.876, -26.968, 15.942)
H (-15.317, -24.336, 15.806)
H (-15.341, -29.812, 16.147)
H (-10.869, -30.731, 15.160)
H (-14.774, -30.534, 17.610)
C (-14.453, -23.929, 15.270)
N (-12.679, -25.136, 16.396)
H (-14.286, -28.877, 17.138)
H (-12.771, -32.667, 10.347)
H (-10.667, -26.004, 16.692)
H (-11.744, -31.571, 13.797)
H (-12.996, -24.511, 17.125)
H (-13.335, -31.264, 9.307)
C (-11.891, -30.747, 10.701)
H (-8.679, -30.556, 9.985)

Computed properties:
Largest force on an atom ... 0.055 hartree/bohr
2S+1 ... 1
HOMO ... -15.8 eV
Charge ... +2